(i)
This record from the Open Molecules 2025 dataset describes a 2-piece molecular cluster, C5H10N2O overall. The level of theory is ωB97M-V/def2-TZVPD.

Each line ends with the Löwdin charge.
CARTESIAN COORDINATES (ANGSTROEM)
O1 2.986 1.750 0.706  0.010
N1 -1.639 0.132 1.838  -0.023
N2 1.833 -0.482 -1.949  -0.008
C1 2.960 0.795 -0.101  -0.232
C2 -2.618 0.474 0.922  -0.300
C3 -2.539 0.709 -0.423  -0.008
C4 1.803 -0.116 -0.497  -0.244
C5 -1.249 -1.106 1.774  -0.032
H1 -3.398 0.995 -1.107  0.066
H2 -0.559 -1.424 2.590  0.080
H3 1.308 -1.332 -2.092  0.054
H4 1.939 -1.040 0.061  0.110
H5 1.332 0.232 -2.488  0.070
H6 0.826 0.362 -0.136  0.110
H7 -1.719 -1.799 1.055  0.083
H8 -1.548 0.717 -0.919  0.033
H9 3.890 0.448 -0.625  0.119
H10 -3.608 0.686 1.391  0.110

As for the multiplicity: 1. The calculation puts the HOMO-LUMO gap at 9.928 eV. Its SMILES is C=CN=C.NCC=O. The molecular weight is 114.15 g mol⁻¹.

***

(ii)
This record from the Open Molecules 2025 dataset describes C5H10N2O as an isolated structure. The level of theory is ωB97M-V/def2-TZVPD.

Each line ends with the Löwdin charge.
CARTESIAN COORDINATES (ANGSTROEM)
O1 -2.599 1.696 0.256  0.055
N1 -1.276 -0.129 -0.315  0.147
N2 -0.050 -1.904 0.659  0.095
C1 -1.631 1.000 0.152  -0.437
C2 -0.141 -0.867 -0.310  -0.508
C3 -0.077 1.939 0.903  -0.098
C4 1.114 1.197 0.756  -0.089
C5 0.406 -1.268 -1.670  -0.027
H1 1.500 0.650 1.612  0.088
H2 0.721 0.077 0.101  0.083
H3 -0.228 -2.036 -2.118  0.085
H4 0.036 -2.834 0.275  0.082
H5 0.421 -0.409 -2.338  0.085
H6 1.416 -1.668 -1.568  0.082
H7 -0.774 -1.855 1.360  0.093
H8 -0.212 2.813 0.277  0.088
H9 1.874 1.567 0.073  0.088
H10 -0.501 2.033 1.896  0.089

As for the multiplicity: 1. The calculation puts the HOMO-LUMO gap at 8.815 eV. The molecular weight is 114.15 g mol⁻¹.

***

The structure with the least stability is (i).

***

(i)
This record from the Open Molecules 2025 dataset describes a single C5H10N2O molecule. The level of theory is ωB97M-V/def2-TZVPD.

Each line ends with the Löwdin charge.
CARTESIAN COORDINATES (ANGSTROEM)
O1 -1.919 -1.083 1.310  0.053
N1 -1.876 1.593 -0.351  0.147
N2 0.388 0.959 -0.411  -0.082
C1 0.221 -1.273 0.171  -0.082
C2 -0.993 0.702 -0.106  -0.421
C3 0.822 -1.683 -1.139  -0.094
C4 1.239 1.494 0.645  -0.086
C5 -1.000 -0.638 0.388  -0.287
H1 0.511 -2.704 -1.372  0.079
H2 1.913 -1.694 -1.074  0.074
H3 0.502 -1.023 -1.944  0.073
H4 0.895 2.485 0.965  0.081
H5 0.553 -1.923 0.985  0.111
H6 -2.825 1.221 -0.295  0.046
H7 0.464 1.510 -1.263  0.125
H8 -2.354 -0.324 1.716  0.101
H9 1.196 0.812 1.490  0.081
H10 2.264 1.569 0.283  0.082

As for the multiplicity: 1. The calculation puts the HOMO-LUMO gap at 8.466 eV. Its SMILES is [H]/N=C(NC)\C(O)=C/C. The molecular weight is 114.15 g mol⁻¹.

***

(ii)
This record from the Open Molecules 2025 dataset describes a 2-piece molecular cluster, C5H10N2O overall. The level of theory is ωB97M-V/def2-TZVPD.

Each line ends with the Löwdin charge.
CARTESIAN COORDINATES (ANGSTROEM)
O1 -1.103 -1.547 -1.787  0.020
N1 -1.960 0.048 0.358  0.073
N2 -0.616 1.981 -0.132  0.116
C1 -1.097 -0.392 -1.626  -0.031
C2 0.529 -0.123 0.283  -0.332
C3 -0.606 0.613 0.096  -0.522
C4 0.517 -1.543 0.765  -0.063
C5 1.857 0.412 -0.178  -0.062
H1 1.774 1.093 -1.026  0.070
H2 -1.372 2.308 -0.718  0.091
H3 2.517 -0.407 -0.486  0.082
H4 -2.005 -0.785 0.929  0.082
H5 2.352 0.953 0.636  0.085
H6 -2.605 0.769 0.653  0.088
H7 -0.270 -1.733 1.504  0.072
H8 0.349 -2.231 -0.065  0.070
H9 0.264 2.373 -0.431  0.078
H10 1.477 -1.788 1.224  0.081

As for the multiplicity: 1. The calculation puts the HOMO-LUMO gap at 8.683 eV. The molecular weight is 114.15 g mol⁻¹.

***

(iii)
This record from the Open Molecules 2025 dataset describes a single C5H10N2O molecule. The level of theory is ωB97M-V/def2-TZVPD.

Each line ends with the Löwdin charge.
CARTESIAN COORDINATES (ANGSTROEM)
O1 -0.063 -2.222 -1.616  0.061
N1 0.993 -0.266 -0.804  -0.027
N2 -1.255 -0.442 -0.737  0.151
C1 -0.155 -1.109 -1.146  -0.566
C2 -1.025 0.380 0.261  -0.353
C3 -1.678 1.728 0.186  -0.031
C4 -0.665 -0.091 1.642  -0.024
C5 2.312 -0.878 -0.759  -0.098
H1 0.048 -0.913 1.611  0.083
H2 0.998 0.623 -1.292  0.126
H3 2.722 -0.990 -1.766  0.080
H4 -1.573 -0.458 2.133  0.099
H5 2.222 -1.890 -0.356  0.084
H6 3.016 -0.335 -0.132  0.076
H7 -1.755 2.060 -0.844  0.082
H8 -0.263 0.720 2.254  0.082
H9 -1.175 2.459 0.808  0.078
H10 -2.702 1.625 0.557  0.097

As for the multiplicity: 1. The calculation puts the HOMO-LUMO gap (alpha / beta) at 9.335 / 9.335 eV. Its SMILES is CNC(=O)N=C(C)C. The molecular weight is 114.15 g mol⁻¹.

***

The structure with the least stability is (i).

***

(i)
This record from the Open Molecules 2025 dataset describes a single C4H10N4O2 molecule. The level of theory is ωB97M-V/def2-TZVPD.

Each line ends with the Löwdin charge.
CARTESIAN COORDINATES (ANGSTROEM)
O1 -1.727 0.368 -2.172  -0.020
O2 -0.684 0.155 -0.250  -0.031
N1 -2.940 0.261 -0.329  -0.003
N2 1.225 -0.308 -1.938  0.165
N3 1.575 -0.325 0.374  -0.175
N4 -1.831 0.286 -0.936  -0.362
C1 0.944 -0.089 1.746  -0.026
C2 -4.073 0.342 -1.069  -0.185
C3 0.882 -0.184 -0.750  -0.324
C4 3.018 -0.182 0.331  -0.074
H1 -4.124 1.434 -1.576  0.131
H2 3.448 -0.707 -0.579  0.098
H3 3.409 0.906 0.116  0.125
H4 -4.923 0.081 -0.343  0.092
H5 0.540 0.966 1.703  0.099
H6 0.164 -0.934 2.035  0.128
H7 3.414 -0.570 1.252  0.068
H8 1.772 -0.132 2.492  0.077
H9 0.338 -0.281 -2.568  0.106
H10 -4.168 -0.414 -1.970  0.112

As for the multiplicity: 1. The calculation puts the HOMO-LUMO gap at 10.142 eV. Its SMILES is [H]/N=C(\O/[N+]([O-])=N/C)N(C)C. The molecular weight is 146.15 g mol⁻¹.

***

(ii)
This record from the Open Molecules 2025 dataset describes a 2-piece molecular cluster, C4H10N4O2 overall. The level of theory is ωB97M-V/def2-TZVPD.

Each line ends with the Löwdin charge.
CARTESIAN COORDINATES (ANGSTROEM)
O1 -1.648 -0.723 0.503  0.018
O2 1.693 2.008 0.457  0.030
N1 0.480 -0.385 1.501  -0.025
N2 -0.576 2.095 0.701  0.154
N3 1.626 -0.736 1.749  0.108
N4 0.342 0.560 -0.858  -0.025
C1 0.597 1.477 0.308  -0.601
C2 -0.635 0.851 -1.900  -0.074
C3 -0.472 -1.072 0.448  -0.457
C4 -0.132 -2.507 0.133  -0.021
H1 -0.769 -3.161 0.732  0.090
H2 -0.781 -0.069 -2.471  0.087
H3 -0.249 1.633 -2.555  0.090
H4 1.247 0.265 -1.210  0.135
H5 -1.598 1.125 -1.474  0.079
H6 0.896 -2.807 0.338  0.062
H7 -0.352 -2.706 -0.918  0.081
H8 -0.438 2.643 1.538  0.109
H9 -1.380 1.477 0.762  0.077
H10 2.150 0.032 2.218  0.082

As for the multiplicity: 1. The calculation puts the HOMO-LUMO gap at 8.582 eV. Its SMILES is [H]/N=N/C(C)=O.CNC(N)=O. The molecular weight is 146.15 g mol⁻¹.

***

The structure with the least stability is (i).